1.
The following is a quantum chemistry calculation of a molecular structure, C20H17N6PdS2, from the Open Molecules 2025 dataset.

Computed properties:
Maximum force = 0.056 Eh/bohr
2S+1 = 3
Total energy = -55100.6778 eV
Molar mass = 511.95 Da
Gap between HOMO and LUMO (alpha / beta) = 0.28508 / 0.24643 Eh
Total charge = +1
E_LUMO (alpha / beta) = -3.6 / -4.7 eV

The geometry in XYZ format:
```
46
Properties=species:S:1:pos:R:3:mulliken_charge:R:1
Pd -13.649 -11.902 -0.874 0.05
S -9.707 -11.623 1.574 -0.22
S -14.236 -13.820 -2.043 -0.28
N -14.373 -13.033 0.797 0.91
N -11.493 -13.580 1.215 -0.24
N -13.903 -10.413 0.719 -0.14
N -14.586 -16.084 -0.794 -0.43
N -14.592 -14.357 0.642 -1.21
N -11.567 -11.761 -0.245 -0.17
C -13.951 -10.289 3.069 -0.19
C -14.011 -13.349 4.250 -0.27
C -9.069 -9.175 0.313 -0.29
C -16.172 -13.910 3.270 -0.06
C -10.855 -10.612 -0.525 -0.14
C -16.450 -14.727 4.397 -0.71
C -13.606 -9.081 0.636 -0.43
C -15.552 -14.723 5.485 -0.34
C -14.336 -14.039 5.432 -0.76
C -11.045 -12.386 0.771 0.58
C -14.484 -14.755 -0.560 0.78
C -14.075 -11.047 1.908 0.82
C -9.808 -10.305 0.402 0.65
C -14.941 -13.226 3.224 0.05
C -13.449 -8.314 1.778 -0.70
C -10.435 -8.501 -1.598 -0.61
C -9.333 -8.246 -0.718 -0.65
C -11.178 -9.701 -1.535 -0.54
C -13.674 -8.945 2.986 -0.68
C -14.486 -12.465 1.943 0.10
H -8.831 -7.264 -0.708 0.36
H -12.006 -9.811 -2.244 0.51
H -15.800 -15.309 6.426 0.32
H -8.307 -8.958 1.045 0.40
H -13.274 -7.225 1.725 0.43
H -13.490 -8.394 3.853 0.50
H -11.101 -14.120 1.911 0.20
H -14.151 -10.693 4.129 0.33
H -14.693 -16.429 -1.758 0.20
H -13.658 -14.088 6.263 0.43
H -13.558 -8.705 -0.380 0.52
H -16.867 -13.793 2.379 0.36
H -10.666 -7.749 -2.294 0.46
H -14.746 -16.766 -0.062 0.23
H -17.423 -15.228 4.401 0.38
H -13.009 -12.900 4.130 0.42
H -12.169 -14.045 0.692 0.04
```

---

2.
The following is a quantum chemistry calculation of a molecular structure, C20H18AuCl8GeN3P, from the Open Molecules 2025 dataset.

Computed properties:
Maximum force = 0.011 Eh/bohr
2S+1 = 2
Total energy = -195166.2232 eV
Molar mass = 884.56 Da
Gap between HOMO and LUMO (alpha / beta) = 0.28093 / 0.16434 Eh
Total charge = +2
E_LUMO (alpha / beta) = -6.9 / -10.1 eV

The geometry in XYZ format:
```
52
Properties=species:S:1:pos:R:3:mulliken_charge:R:1
Au 0.080 -0.248 0.143 0.46
Ge 0.806 1.422 1.928 0.84
Cl 5.327 -3.181 2.599 -0.03
Cl 0.092 -2.182 2.772 -0.12
Cl -1.023 2.344 2.505 -0.26
Cl 1.799 0.783 3.695 -0.23
Cl 2.089 2.847 1.025 -0.21
Cl 2.570 -3.651 3.915 -0.10
Cl 3.173 0.111 -1.006 -0.08
Cl 5.656 -1.302 0.175 -0.10
P -0.011 -1.593 -1.903 0.84
N -2.313 -1.066 0.798 0.30
N -2.663 1.039 -0.247 -0.92
N -1.471 1.081 -0.580 1.51
C -1.116 2.178 -1.443 0.24
C -2.837 -2.099 1.449 -0.43
C 3.003 -0.918 0.349 0.87
C -2.098 3.029 -1.949 -0.44
C 0.404 -0.684 -3.407 -1.27
C 1.049 -3.055 -1.863 -1.15
C 1.613 -1.985 2.037 0.71
C -4.440 0.061 0.987 -0.68
C 0.598 3.402 -2.589 -1.23
C -3.117 -0.032 0.569 0.01
C -0.371 4.251 -3.102 -0.55
C 4.123 -1.543 0.852 0.13
C -1.691 -2.204 -2.174 -1.30
C 1.714 -1.110 0.916 -1.15
C -1.713 4.062 -2.782 -0.65
C 0.224 2.357 -1.758 0.35
C 2.706 -2.634 2.565 0.01
C -4.146 -2.115 1.916 -1.04
C -4.960 -1.013 1.697 -0.46
C 3.984 -2.418 1.977 0.61
H -5.020 0.940 0.752 0.55
H -1.730 -2.775 -3.103 0.49
H 0.338 -1.382 -4.245 0.51
H -2.462 4.727 -3.186 0.42
H -2.195 -2.956 1.600 0.63
H 2.097 -2.778 -1.767 0.35
H -2.381 -1.364 -2.248 0.37
H -3.137 2.882 -1.697 0.49
H 1.407 -0.269 -3.369 0.28
H 0.922 -3.615 -2.792 0.46
H -4.515 -2.988 2.433 0.45
H 1.641 3.558 -2.827 0.46
H -5.981 -0.994 2.050 0.45
H 0.978 1.698 -1.350 0.12
H -1.997 -2.842 -1.347 0.32
H -0.084 5.066 -3.750 0.45
H 0.762 -3.691 -1.025 0.33
H -0.312 0.123 -3.560 0.38
```

---

3.
The following is a quantum chemistry calculation of a molecular structure, C20H18BBrCl2N8O2V, from the Open Molecules 2025 dataset.

Computed properties:
Maximum force = 0.036 Eh/bohr
2S+1 = 4
Total energy = -158486.8364 eV
Molar mass = 614.98 Da
Gap between HOMO and LUMO (alpha / beta) = 0.25898 / 0.13419 Eh
Total charge = +2
E_LUMO (alpha / beta) = -6.7 / -10.1 eV

The geometry in XYZ format:
```
53
Properties=species:S:1:pos:R:3:mulliken_charge:R:1
Br -5.937 -3.403 -0.830 0.09
V -0.153 0.135 0.167 0.57
Cl -0.201 -2.313 -0.224 0.00
Cl -1.687 -4.734 0.512 -0.09
O -3.017 1.966 0.835 -0.51
O -1.967 0.168 -0.027 -0.49
N 0.006 0.175 2.111 -0.11
N 2.560 0.908 0.864 0.35
N 0.884 2.757 0.943 0.37
N 1.826 0.091 0.062 0.02
N 0.881 1.001 2.731 0.40
N 2.822 2.600 2.694 0.20
N 3.589 1.759 3.452 -1.02
N 0.112 2.064 0.063 0.01
C 3.994 -0.216 -0.398 -1.23
C -5.522 1.033 0.098 -0.27
C -4.352 0.228 0.029 0.37
C -6.946 -0.836 -0.382 -0.41
C 0.772 0.849 4.050 0.17
C 4.184 3.915 3.826 -0.72
C -4.460 -1.096 -0.253 -0.16
C -0.208 -0.100 4.312 -1.34
C 4.407 2.552 4.121 -0.48
C -0.180 4.242 -0.323 -1.34
C 2.703 -0.591 -0.709 -0.33
C 0.708 4.065 0.723 0.16
C 3.853 0.735 0.608 0.15
C -0.528 2.959 -0.705 -0.36
C -6.810 0.493 -0.116 -0.65
C -0.660 -0.498 3.066 -0.28
C -5.766 -1.637 -0.456 0.15
C -3.029 0.884 0.328 0.41
C -0.103 -4.083 0.179 -0.40
C 3.170 3.904 2.921 -0.05
B 1.823 1.890 1.846 0.73
H -0.534 -0.448 5.277 0.44
H 4.911 -0.578 -0.830 0.43
H 1.401 1.405 4.725 0.50
H -0.526 5.173 -0.736 0.45
H -1.416 -1.221 2.808 0.52
H -1.198 2.640 -1.486 0.50
H 2.363 -1.298 -1.447 0.48
H 1.199 4.812 1.315 0.43
H -3.587 -1.729 -0.330 0.52
H 4.674 4.773 4.254 0.45
H 4.603 1.287 1.152 0.49
H -5.400 2.086 0.328 0.51
H 2.704 4.739 2.432 0.28
H -7.683 1.130 -0.058 0.46
H 0.318 -4.557 -0.695 0.37
H 0.526 -4.176 1.053 0.30
H 5.130 2.124 4.801 0.49
H -7.919 -1.285 -0.532 0.45
```

---

4.
The following is a quantum chemistry calculation of a molecular structure, C20H18BrIN3NiO2, from the Open Molecules 2025 dataset.

Computed properties:
Maximum force = 0.012 Eh/bohr
2S+1 = 3
Total energy = -148778.5745 eV
Molar mass = 597.88 Da
Gap between HOMO and LUMO (alpha / beta) = 0.28250 / 0.26796 Eh
Total charge = +1
E_LUMO (alpha / beta) = -3.4 / -3.8 eV

The geometry in XYZ format:
```
46
Properties=species:S:1:pos:R:3:mulliken_charge:R:1
I 2.854 -0.717 1.142 0.10
Br -1.762 1.953 -1.247 -0.08
Ni 0.720 0.041 -0.171 0.39
O 0.472 -0.363 -1.950 -1.23
O -1.800 -5.147 -1.176 -0.52
N -0.037 -1.676 0.409 -0.20
N -1.590 -1.838 -4.446 -0.66
N 0.173 1.801 0.728 -0.31
C -1.976 -3.040 -2.403 0.55
C -0.363 -3.125 3.835 -0.84
C 0.868 2.279 1.779 -0.01
C -0.409 -1.193 -2.470 0.76
C -0.673 -2.785 2.529 -0.25
C 0.069 4.470 1.432 -0.30
C 1.782 -2.065 3.626 -0.62
C -0.011 -0.008 -4.657 -1.22
C 1.656 4.049 3.373 -1.33
C -0.713 -1.063 -3.854 1.08
C -0.689 3.997 0.378 -0.62
C 1.454 -1.739 2.322 0.07
C -0.623 2.651 0.071 0.42
C -2.209 -2.806 -3.727 -0.87
C -1.040 -2.199 -1.739 -0.89
C 0.858 -2.767 4.389 -0.51
C 0.853 3.599 2.182 0.43
C 0.239 -2.087 1.744 0.59
C -0.715 -2.459 -0.363 0.45
C -2.689 -4.156 -1.688 -0.94
H 1.460 1.552 2.320 0.44
H 1.095 -3.024 5.412 0.41
H -1.025 -3.423 0.035 1.01
H -0.221 0.988 -4.263 0.27
H -1.337 4.646 -0.191 0.42
H -1.410 -5.623 -1.917 0.33
H -3.427 -4.596 -2.361 0.42
H -3.233 -3.785 -0.818 0.35
H -1.089 -3.664 4.429 0.40
H -2.929 -3.408 -4.269 0.37
H -0.340 -0.065 -5.691 0.39
H 0.035 5.522 1.687 0.40
H 2.741 -1.787 4.042 0.45
H 1.467 5.096 3.596 0.37
H 2.725 3.930 3.191 0.31
H 1.403 3.465 4.258 0.35
H 1.070 -0.144 -4.607 0.30
H -1.641 -3.042 2.117 0.56
```